# 1
Formula: C47H50N7SiTl
Source: the Open Molecules 2025 dataset
Level of theory: wB97M-V/def2-TZVPD

Structure (ORCA input):
```
! wB97M-V def2-TZVPD RIJCOSX def2/J DEFGRID3
* xyz 0 1
Tl 1.43 -0.78 2.37
C 3.46 -3.87 2.83
N 3.96 -2.51 2.60
C 5.05 -2.02 3.51
C 4.53 -1.56 4.85
N 3.30 -1.74 5.24
C 3.26 -1.33 6.59
C 2.18 -1.29 7.52
C 2.51 -0.91 8.81
C 3.79 -0.36 9.15
C 4.84 -0.35 8.23
C 4.51 -0.87 6.98
N 5.37 -1.09 5.86
C 2.44 -4.27 1.81
N 1.40 -3.55 1.44
C 0.62 -4.29 0.50
C -0.60 -4.01 -0.06
C -1.14 -5.10 -0.68
C -0.51 -6.34 -0.81
C 0.73 -6.63 -0.32
C 1.30 -5.59 0.42
N 2.48 -5.51 1.18
H 4.27 -4.58 2.91
H 2.87 -3.81 3.78
H 4.26 -2.42 1.61
H 5.80 -2.85 3.60
H 5.68 -1.20 3.05
H 1.21 -1.77 7.27
H 1.69 -0.88 9.59
H 3.99 0.11 10.08
H 5.86 -0.07 8.54
H 6.32 -0.69 5.75
H -1.15 -3.06 0.10
H -2.11 -4.91 -1.07
H -1.05 -7.21 -1.35
H 1.34 -7.55 -0.52
H 3.10 -6.29 1.39
N -1.51 -0.45 0.73
C -0.49 -0.55 1.28
C -4.76 -1.06 -0.23
C -4.64 -0.48 -1.65
C -5.72 -0.70 -2.44
C -5.72 -0.20 -3.78
C -6.85 -0.36 -4.72
C -4.69 0.64 -4.22
C -3.52 0.85 -3.40
C -3.60 0.33 -2.04
N -2.58 1.65 -3.71
C -1.54 1.38 -4.72
C -2.04 1.27 -6.19
C -0.91 1.01 -7.22
C -0.17 -0.26 -6.86
C 0.48 -0.13 -5.39
C 1.42 1.13 -5.36
C 0.62 2.37 -5.78
C 0.11 2.30 -7.19
C -0.61 2.57 -4.79
C -0.76 0.06 -4.45
H -4.75 -2.17 -0.38
H -5.58 -0.67 0.33
H -3.99 -0.87 0.49
H -6.61 -1.25 -2.07
H -6.95 -1.34 -5.17
H -6.83 0.33 -5.53
H -7.81 -0.25 -4.22
H -4.78 1.08 -5.18
H -2.74 0.63 -1.45
H -2.80 2.06 -6.46
H -2.79 0.42 -6.17
H -1.42 0.95 -8.21
H 0.73 -0.23 -7.57
H -0.80 -1.16 -6.92
H 1.02 -1.01 -5.04
H 2.19 1.04 -6.16
H 1.86 1.28 -4.37
H 1.30 3.27 -5.60
H 0.90 2.04 -7.90
H -0.36 3.18 -7.61
H -1.11 3.50 -5.13
H -0.19 2.75 -3.79
H -0.40 0.10 -3.35
H -1.36 -0.90 -4.51
C 0.43 4.87 -1.11
C 1.30 5.21 -0.08
C 1.39 4.38 1.03
C 0.65 3.21 1.09
C -0.28 2.89 0.01
C -0.40 3.75 -1.04
Si 1.03 1.93 2.46
C 0.18 2.74 4.01
C -1.19 2.86 4.03
C -1.74 3.49 5.13
C -0.94 3.81 6.25
C 0.42 3.49 6.27
C 0.95 2.99 5.14
H 0.31 5.56 -1.94
H 1.94 6.07 -0.13
H 2.09 4.49 1.85
H -0.81 1.97 -0.01
H -1.10 3.53 -1.85
H 2.45 2.30 2.66
H -1.76 2.71 3.12
H -2.76 3.87 5.19
H -1.44 4.25 7.19
H 1.02 3.70 7.14
H 2.03 2.91 5.02
*
```

## Properties
Highest occupied orbital energy (alpha / beta) ... -0.271 / -0.250 hartree
Lowest unoccupied orbital energy (alpha / beta) ... -1.17 / -0.30 eV

These are the Mulliken partial charges, in e, on atoms 1 to 99: 0.836 -0.377 -0.157 -1.074 0.359 -0.199 0.284 -0.586 -0.607 -0.345 -1.016 0.738 -0.090 -0.145 -0.255 0.677 -0.559 -0.484 -0.566 -0.734 0.274 -0.080 0.389 0.254 0.260 0.287 0.418 0.415 0.307 0.412 0.346 0.274 0.230 0.476 0.220 0.327 0.291 -0.439 -0.215 -1.587 0.773 -0.554 1.252 -1.581 -0.986 0.102 -0.853 -0.444 1.687 -1.521 0.317 -1.239 0.200 -1.310 0.572 -1.566 -1.367 -1.045 0.301 0.402 0.254 0.314 0.311 0.379 0.361 0.436 0.563 0.316 0.568 0.307 0.404 0.501 0.306 0.448 0.446 0.272 0.507 0.435 0.415 0.092 0.423 0.342 -0.362 -0.712 -0.395 0.329 -0.274 -0.523 0.336 0.420 -0.458 -0.548 -0.273 -0.589 -0.319 0.382 0.396 0.324 0.322

# 2
Formula: C47H51AsCoN2PSSi
Source: the Open Molecules 2025 dataset
Level of theory: wB97M-V/def2-TZVPD

Structure (ORCA input):
```
! wB97M-V def2-TZVPD RIJCOSX def2/J DEFGRID3
* xyz -1 4
Co -0.37 -0.17 -0.02
C -2.09 3.24 -2.19
C -3.34 2.41 -2.14
C -4.56 3.08 -2.04
C -5.76 2.39 -1.88
C -5.73 1.01 -1.78
C -4.52 0.34 -1.88
C -3.32 1.00 -2.12
P -1.73 0.03 -2.15
C -1.13 0.24 -3.88
C -1.71 1.14 -4.78
C -1.17 1.39 -6.03
C 0.00 0.74 -6.41
C 0.56 -0.19 -5.55
C 0.01 -0.48 -4.31
C 0.59 -1.60 -3.49
C -2.36 -1.68 -2.24
C -3.19 -2.11 -3.28
C -3.86 -3.31 -3.19
C -3.72 -4.07 -2.03
C -2.85 -3.68 -1.03
C -2.07 -2.51 -1.14
C -0.99 -2.18 -0.21
H -2.31 4.27 -2.47
H -1.36 2.85 -2.89
H -1.64 3.26 -1.19
H -4.57 4.16 -2.07
H -6.69 2.94 -1.81
H -6.64 0.46 -1.62
H -4.52 -0.74 -1.76
H -2.63 1.65 -4.50
H -1.65 2.08 -6.71
H 0.44 0.93 -7.38
H 1.45 -0.73 -5.86
H -0.07 -2.47 -3.54
H 0.67 -1.33 -2.43
H 1.58 -1.88 -3.85
H -3.34 -1.47 -4.14
H -4.51 -3.64 -3.99
H -4.29 -4.99 -1.92
H -2.71 -4.31 -0.16
H -0.02 -2.46 -0.66
H -1.07 -2.72 0.74
S 1.49 -1.18 1.43
C 3.03 -0.41 1.76
C 4.19 -1.23 1.76
C 5.44 -0.73 2.08
C 5.60 0.61 2.42
C 4.49 1.43 2.41
C 3.22 0.95 2.06
As 1.69 2.16 2.09
C 2.34 3.62 0.92
C 1.46 4.69 0.73
C 1.77 5.75 -0.11
C 2.98 5.75 -0.80
C 3.85 4.68 -0.65
C 3.53 3.62 0.20
C 2.11 3.03 3.81
C 1.99 4.39 4.04
C 2.14 4.92 5.31
C 2.41 4.09 6.39
C 2.54 2.72 6.18
C 2.40 2.20 4.90
H 4.06 -2.28 1.52
H 6.30 -1.40 2.07
H 6.57 1.00 2.69
H 4.60 2.47 2.69
H 0.50 4.68 1.24
H 1.08 6.57 -0.23
H 3.23 6.57 -1.45
H 4.79 4.66 -1.19
H 4.22 2.79 0.29
H 1.78 5.06 3.21
H 2.04 5.99 5.47
H 2.51 4.50 7.39
H 2.75 2.06 7.01
H 2.51 1.13 4.74
C -0.94 0.43 3.94
Si -2.07 1.31 2.72
C -1.79 3.19 2.87
C -3.83 1.04 3.39
C -1.98 0.78 0.96
H -0.76 1.04 4.83
H 0.03 0.20 3.47
H -1.36 -0.53 4.25
H -1.41 3.45 3.87
H -2.72 3.74 2.70
H -1.05 3.53 2.14
H -3.93 1.43 4.42
H -4.08 -0.02 3.40
H -4.56 1.55 2.76
H -2.19 1.67 0.34
H -2.80 0.08 0.76
C 2.14 2.91 -3.91
N 2.10 1.98 -2.79
C 3.01 0.98 -2.52
C 2.52 0.30 -1.45
N 1.32 0.86 -1.07
C 1.12 1.87 -1.89
H 1.87 2.40 -4.83
H 3.14 3.33 -4.00
H 1.44 3.72 -3.72
H 3.91 0.85 -3.11
H 2.93 -0.55 -0.93
H 0.28 2.54 -1.84
*
```

## Properties
Highest occupied orbital energy (alpha / beta) ... -0.129 / -0.153 hartree
ΔE to the lowest compared entry with this formula, charge and spin ... 7.66 kcal per mole
Lowest unoccupied orbital energy (alpha / beta) ... 2.28 / 2.28 eV

These are the Mulliken partial charges, in e, on atoms 1 to 99: 0.998 -0.728 0.757 -0.935 -0.817 -0.885 -1.216 0.396 3.884 0.653 -0.880 -0.679 -0.945 -0.684 0.713 -1.233 0.111 -0.095 -0.696 -0.527 -0.977 0.737 -2.179 0.463 -0.116 0.077 0.390 0.379 0.458 0.348 0.423 0.465 0.353 0.403 0.243 -0.328 0.489 0.393 0.385 0.371 0.421 0.313 0.469 -0.433 -0.249 -0.489 -0.670 -0.782 -0.313 -0.190 0.983 0.620 -0.501 -0.845 -0.703 -0.632 -0.543 0.146 -0.340 -0.663 -0.455 -0.725 -0.273 0.426 0.362 0.386 0.471 0.164 0.433 0.366 0.440 0.381 0.295 0.394 0.359 0.388 0.423 -0.745 0.352 -0.401 -1.254 -0.021 0.280 -0.022 0.424 0.300 0.445 -0.560 0.287 0.296 0.289 -0.363 0.372 -0.962 0.886 -1.887 -0.713 1.855 -1.343

- What is the formula in the second record?
  C47H51AsCoN2PSSi